88
Properties=species:S:1:pos:R:3:mulliken_charge:R:1 method="wB97M-V/def2-TZVPD" energy_ev=-242308.618 charge=+2 homo_lumo_gap_ev=6.4 de_lowest_kcal_mol=15.3 e_lumo_ha=-0.244
Co -0.081 -0.903 0.542 0.250
Br 0.482 -3.301 6.631 -0.057
C 0.379 -2.613 4.906 -0.771
C 1.470 -1.981 4.325 -0.886
C 1.340 -1.485 3.043 -0.616
N 0.206 -1.569 2.341 0.750
C -0.845 -2.222 2.892 -0.178
C -0.794 -2.747 4.168 -0.408
C -2.019 -2.390 1.999 1.343
C -3.212 -2.948 2.421 -0.889
C -4.220 -3.151 1.480 -0.601
Br -5.842 -3.899 1.995 -0.058
C -3.988 -2.802 0.152 -0.825
C -2.777 -2.227 -0.168 -1.019
N -1.811 -2.002 0.722 0.409
H 2.409 -1.887 4.849 0.537
H 2.179 -1.026 2.542 0.449
H -1.636 -3.274 4.585 0.611
H -3.371 -3.227 3.449 0.609
H -4.733 -2.967 -0.610 0.550
H -2.563 -1.946 -1.188 0.762
C -0.112 -1.133 -2.292 -1.147
P -0.972 0.354 -1.602 1.137
C 0.225 1.735 -1.649 -0.029
N 0.554 2.360 -2.751 -0.099
C 1.403 3.410 -2.638 0.137
C 1.793 4.116 -3.804 -0.745
C 2.633 5.182 -3.689 -0.566
C 3.124 5.593 -2.421 -0.622
C 2.771 4.929 -1.284 -0.420
C 1.899 3.816 -1.375 0.349
N 1.557 3.141 -0.250 -0.105
C 0.733 2.133 -0.397 -0.886
P 0.333 1.142 1.082 1.633
C 1.698 1.544 2.207 -1.649
C -1.150 1.937 1.913 2.052
C -2.416 1.803 1.074 -1.907
C -1.385 1.281 3.276 -1.707
C -0.856 3.433 2.111 -1.779
C -2.240 0.728 -2.961 1.884
C -1.617 0.593 -4.350 -1.656
C -2.739 2.163 -2.750 -1.715
C -3.422 -0.228 -2.831 -1.833
H -0.766 -1.634 -3.009 0.700
H 0.096 -1.874 -1.506 -0.051
H 0.820 -0.897 -2.806 0.403
H 1.407 3.791 -4.759 0.513
H 2.932 5.729 -4.571 0.442
H 3.787 6.444 -2.364 0.432
H 3.136 5.226 -0.312 0.506
H 1.817 2.627 2.182 0.652
H 2.625 1.093 1.865 0.394
H 1.479 1.221 3.221 0.358
H -2.703 0.764 0.907 0.128
H -2.314 2.297 0.108 0.390
H -3.229 2.298 1.608 0.683
H -1.605 0.218 3.192 0.195
H -2.254 1.755 3.734 0.604
H -0.549 1.418 3.960 0.337
H -0.677 3.947 1.167 0.336
H -0.011 3.616 2.771 0.360
H -1.731 3.888 2.575 0.528
H -0.751 1.234 -4.478 0.199
H -2.378 0.900 -5.070 0.548
H -1.345 -0.431 -4.597 0.360
H -1.946 2.898 -2.880 0.362
H -3.194 2.295 -1.768 0.370
H -3.508 2.375 -3.492 0.544
H -3.141 -1.263 -3.035 0.354
H -4.163 0.043 -3.585 0.540
H -3.903 -0.161 -1.855 0.376
C 2.875 -5.305 -0.003 -0.821
C 1.544 -4.937 0.272 -1.171
C 1.182 -3.619 0.317 -0.462
C 2.114 -2.568 0.083 1.804
C 1.797 -1.158 0.091 -0.408
C 2.758 -0.264 -0.292 0.771
C 4.074 -0.670 -0.627 -1.697
C 4.411 -1.984 -0.580 -0.939
C 3.439 -2.958 -0.243 0.388
C 3.793 -4.332 -0.260 -0.901
H 3.158 -6.348 -0.027 0.433
H 0.800 -5.702 0.443 0.524
H 0.140 -3.403 0.506 0.627
H 2.563 0.794 -0.356 0.581
H 4.800 0.079 -0.911 0.527
H 5.414 -2.309 -0.820 0.437
H 4.815 -4.592 -0.498 0.455